1.
Entry from the Open Molecules 2025 dataset: 2 unconnected molecules or ions with the total composition C6H10P2 at a distorted geometry (wB97M-V/def2-TZVPD).

The geometry in XYZ format:
```
18
Properties=species:S:1:pos:R:3
C -1.06397 -1.51177 0.56071
C 0.09830 -0.94129 0.22159
C 0.11834 2.32839 0.13507
C 0.74582 0.90927 -1.48484
C -1.14332 -2.01061 1.97660
C 0.42256 -0.53104 -1.15129
P 0.58865 3.73544 -0.51381
P 1.64402 1.78502 -2.54525
H -1.78301 -1.58398 -0.21822
H 0.86978 -0.76305 0.98917
H -0.49186 1.97982 0.98752
H -0.46468 -1.29856 2.50154
H -0.93188 -3.06395 2.25125
H -2.22467 -2.08850 2.18595
H -0.29780 -0.84571 -1.90983
H 1.30337 -1.15622 -1.38217
H 0.51312 4.31132 0.71008
H 2.09724 0.74540 -3.31407
```

- ΔE to the lowest compared entry with this formula, charge and spin (kJ/mol) = 460.0
- strongest force on any atom (eV Å⁻¹) = 3.96
- LUMO (eV) = 0.0
- DFT total energy (eV) = -24954.7524
- HOMO (hartree) = -0.3212

=====

2.
Entry from the Open Molecules 2025 dataset: a single C6H10S molecule at a distorted geometry (wB97M-V/def2-TZVPD).

The geometry in XYZ format:
```
17
Properties=species:S:1:pos:R:3
C 0.20538 -2.14479 1.21330
C 0.14170 -1.21633 0.45526
C 0.28754 -0.05997 -0.41054
C 0.39105 -0.67432 -1.79849
S 2.09579 0.98060 0.19146
C -0.78074 1.00925 -0.19015
C -0.92990 1.21779 1.31368
H 0.01758 -3.10199 1.60568
H 0.84415 0.14005 -2.46399
H 0.98989 -1.56132 -1.82725
H -0.72607 -0.85228 -2.17898
H 2.55054 -0.22888 0.35771
H -1.66056 0.60745 -0.70956
H -0.51382 1.91713 -0.61591
H -1.15476 0.30072 1.77804
H -0.05789 1.74134 1.67377
H -1.69988 1.92555 1.60600
```

- ΔE to the lowest compared entry with this formula, charge and spin (kJ/mol) = 326.4
- strongest force on any atom (eV Å⁻¹) = 3.77
- LUMO (eV) = 0.2
- DFT total energy (eV) = -17216.2404
- SMILES = C#C[C@](C)(S)CC
- HOMO (hartree) = -0.3347

=====

3.
Entry from the Open Molecules 2025 dataset: 2 unconnected molecules or ions with the total composition C6H10S at a distorted geometry (wB97M-V/def2-TZVPD).

The geometry in XYZ format:
```
17
Properties=species:S:1:pos:R:3
C 0.75880 0.36380 -0.02708
C 0.76973 1.73086 2.09598
C 0.06278 2.53143 1.08328
C -0.06298 1.04607 0.96260
C -0.21182 -2.12718 -1.99613
C -1.27551 -2.60444 -1.37514
S 2.14312 1.01435 -0.62489
H 1.91976 1.98096 2.19647
H 0.24184 1.67131 3.03999
H -0.81568 3.26007 1.29147
H 0.72172 2.91411 0.28591
H -0.90711 0.53283 1.27944
H 2.42217 0.25102 -1.59611
H -0.19517 -1.85769 -3.05191
H 0.75600 -2.05993 -1.51679
H -2.22901 -2.50062 -1.91353
H -1.25011 -2.92281 -0.33616
```

- ΔE to the lowest compared entry with this formula, charge and spin (kJ/mol) = 537.0
- strongest force on any atom (eV Å⁻¹) = 3.60
- LUMO (eV) = 0.4
- DFT total energy (eV) = -17214.0572
- HOMO (hartree) = -0.2865

=====

4.
Entry from the Open Molecules 2025 dataset: a molecular structure, C6H10S2 at a distorted geometry (wB97M-V/def2-TZVPD).

The geometry in XYZ format:
```
18
Properties=species:S:1:pos:R:3
C -1.94699 1.05243 -0.45490
C -0.74843 -0.51883 -0.22421
C -1.63626 2.45812 -0.14031
C 1.92572 -0.57111 1.02703
C 0.44052 -0.93702 -0.98967
C 1.44458 -1.57488 -0.01258
S -3.17831 0.19989 0.42797
S -2.12542 -1.52085 0.00645
H -0.88328 2.52361 0.64687
H -1.24363 2.95989 -1.02524
H -2.53180 2.97602 0.20480
H 1.07380 -0.09705 1.51009
H 2.52619 -1.06426 1.78835
H 2.52927 0.20390 0.55959
H 0.20144 -1.65618 -1.78064
H 0.89387 -0.05449 -1.44736
H 0.96375 -2.42092 0.48387
H 2.29499 -1.95827 -0.58011
```

- ΔE to the lowest compared entry with this formula, charge and spin (kJ/mol) = 395.3
- strongest force on any atom (eV Å⁻¹) = 5.16
- LUMO (spin up / spin down) (eV) = 0.0 / 0.0
- DFT total energy (eV) = -28050.2430
- HOMO (spin up / spin down) (hartree) = -0.2714 / -0.2703

=====

5.
Entry from the Open Molecules 2025 dataset: a single C6H10S2 molecule at a distorted geometry (wB97M-V/def2-TZVPD).

The geometry in XYZ format:
```
18
Properties=species:S:1:pos:R:3
C -0.32047 2.21146 0.21236
C -0.48596 0.72719 -0.10414
S -2.16714 0.27656 -0.65636
C -1.22217 -0.19535 0.81441
C -0.42456 -1.49502 0.74332
C 0.31850 -1.57347 -0.58082
C 0.68368 -0.06656 -0.78947
S 2.28557 0.45912 -0.06347
H -0.06670 2.71713 -0.70925
H -1.22868 2.60081 0.64430
H 0.47785 2.29877 0.95349
H -1.63458 0.12715 1.76752
H -1.06890 -2.34844 0.86011
H 0.27578 -1.47528 1.56574
H -0.32780 -1.86594 -1.43070
H 1.20548 -2.20360 -0.57910
H 0.64490 0.16774 -1.87541
H 3.05520 -0.36227 -0.77254
```

- ΔE to the lowest compared entry with this formula, charge and spin (kJ/mol) = 0.0
- strongest force on any atom (eV Å⁻¹) = 1.69
- LUMO (eV) = 0.7
- DFT total energy (eV) = -28054.3402
- SMILES = C[C@]12S[C@H]1CC[C@@H]2S
- HOMO (hartree) = -0.3219

=====

6.
Entry from the Open Molecules 2025 dataset: a single C6H10S2 molecule at a distorted geometry (wB97M-V/def2-TZVPD).

The geometry in XYZ format:
```
18
Properties=species:S:1:pos:R:3
C -1.26539 1.68819 1.03628
C 0.07351 0.99952 0.91509
S 1.29942 0.96636 1.97689
C 0.18557 0.32773 -0.39622
C -0.42793 1.08099 -1.55813
C 0.71073 -0.90533 -0.57943
C 1.32921 -1.83586 0.40658
S 0.96363 -3.57251 -0.02270
H -1.57897 1.80864 2.07745
H -2.06324 1.15805 0.51062
H -1.21207 2.70592 0.61890
H -0.43157 0.60482 -2.53549
H 0.06619 2.06270 -1.63339
H -1.45751 1.27856 -1.30758
H 0.84991 -1.19632 -1.61700
H 2.41388 -1.83436 0.47228
H 0.93739 -1.68988 1.41449
H -0.39277 -3.64720 0.22137
```

- ΔE to the lowest compared entry with this formula, charge and spin (kJ/mol) = 93.0
- strongest force on any atom (eV Å⁻¹) = 1.60
- LUMO (eV) = -0.5
- DFT total energy (eV) = -28053.3760
- SMILES = CC(=S)/C(C)=C\CS
- HOMO (hartree) = -0.3174

=====

7.
Entry from the Open Molecules 2025 dataset: a single C6H10S4 molecule at a distorted geometry (wB97M-V/def2-TZVPD).

The geometry in XYZ format:
```
20
Properties=species:S:1:pos:R:3
C 3.84763 -0.03780 -0.88643
C 2.61080 -0.55422 -0.84640
C 1.46239 -0.21363 0.03996
S 1.00525 -1.47940 1.20482
S -0.07500 -2.82512 0.04283
S -2.08123 -2.35911 0.37584
S -2.66666 -1.03796 -1.13435
C -3.03326 0.54029 -0.26330
C -1.79903 1.23415 0.22846
C -1.42700 1.19374 1.49087
H 4.19695 0.84100 -0.24560
H 4.50916 -0.55433 -1.61284
H 2.33394 -1.30469 -1.53804
H 0.49693 0.03597 -0.48715
H 1.62003 0.75836 0.60994
H -3.81092 0.51305 0.59944
H -3.42819 1.16494 -1.17206
H -1.29836 1.84492 -0.51368
H -1.95123 0.53623 2.28456
H -0.51220 1.70362 1.82311
```

- ΔE to the lowest compared entry with this formula, charge and spin (kJ/mol) = 0.0
- strongest force on any atom (eV Å⁻¹) = 2.81
- LUMO (eV) = 0.3
- DFT total energy (eV) = -49723.7428
- SMILES = C=CCSSSSCC=C
- HOMO (hartree) = -0.3161

=====

8.
Entry from the Open Molecules 2025 dataset: 2 unconnected molecules or ions with the total composition C6H10Si at a distorted geometry (wB97M-V/def2-TZVPD).

The geometry in XYZ format:
```
17
Properties=species:S:1:pos:R:3
C 3.77146 3.23366 1.00864
C 3.13091 2.27551 1.29153
C -1.62674 -2.02113 -0.33482
C -1.57613 -0.54926 -0.14735
C -1.21354 -2.93815 0.50574
C -0.77727 0.13728 -1.21962
Si -0.26409 2.12690 -0.74070
H 4.23615 4.07159 0.61520
H 2.57623 1.34533 1.40643
H 0.68158 1.50740 0.26075
H -2.14018 -2.22132 -1.25701
H -2.56235 -0.00960 -0.17425
H -1.16173 -0.29089 0.95823
H -0.60123 -2.71701 1.35477
H -1.41484 -3.97761 0.13683
H 0.25217 -0.26772 -1.55903
H -1.31040 0.29504 -2.10536
```

- ΔE to the lowest compared entry with this formula, charge and spin (kJ/mol) = 393.6
- strongest force on any atom (eV Å⁻¹) = 3.89
- LUMO (eV) = -0.9
- DFT total energy (eV) = -14255.5561
- HOMO (hartree) = -0.3117

=====

9.
Entry from the Open Molecules 2025 dataset: a single C6H10Si molecule at a distorted geometry (wB97M-V/def2-TZVPD).

The geometry in XYZ format:
```
17
Properties=species:S:1:pos:R:3
C 0.95499 -1.20841 -0.56566
C 2.13230 -0.79563 -0.20716
C 1.04858 1.39523 0.14753
C -0.07745 0.82823 -0.18512
C 2.35247 0.63295 0.21229
C -2.43713 -0.94414 0.43742
Si -1.90860 0.70358 -0.34932
H 0.46988 -2.08220 -0.92755
H 3.01946 -1.42390 -0.18258
H 1.13457 2.44556 0.41178
H 2.74099 0.67297 1.23983
H 3.10405 1.10832 -0.42645
H -2.01078 -1.06605 1.42874
H -3.52063 -0.99734 0.53261
H -2.11221 -1.78864 -0.16018
H -2.29220 0.71939 -1.76321
H -2.59831 1.80009 0.35704
```

- ΔE to the lowest compared entry with this formula, charge and spin (kJ/mol) = 168.6
- strongest force on any atom (eV Å⁻¹) = 3.96
- LUMO (eV) = 0.9
- DFT total energy (eV) = -14257.8879
- HOMO (hartree) = -0.3149

=====

10.
Entry from the Open Molecules 2025 dataset: a molecular structure, C6H11AgO2 at a distorted geometry (wB97M-V/def2-TZVPD).

The geometry in XYZ format:
```
20
Properties=species:S:1:pos:R:3
O -2.18633 2.49036 -0.00920
C -2.08819 1.28393 -0.05463
C -1.10687 0.48367 0.76282
C -1.67912 -0.81183 1.26671
C -1.86499 -1.11812 2.55264
H -2.90026 0.69976 -0.54398
H -0.86193 1.11511 1.63286
H 0.08308 0.55978 0.37942
H -2.12448 -1.46741 0.50914
H -1.57977 -0.42144 3.34529
H -2.49457 -1.95928 2.84771
C 2.27890 0.63214 -0.23525
C 2.47106 -0.05938 -1.54284
O 1.21860 -0.67315 -2.03379
Ag 0.97526 -2.03210 -4.11697
H 2.50018 1.71076 -0.27940
H 0.44932 -0.39486 -1.26696
H 2.86499 0.17907 0.57929
H 3.22993 -0.85891 -1.46581
H 2.81518 0.64189 -2.32705
```

- ΔE to the lowest compared entry with this formula, charge and spin (kJ/mol) = 270.4
- spin multiplicity = 2
- strongest force on any atom (eV Å⁻¹) = 4.55
- LUMO (spin up / spin down) (eV) = 3.4 / 2.6
- DFT total energy (eV) = -14489.8606
- <S²> = 0.753
- charge = -1
- HOMO (spin up / spin down) (hartree) = -0.0913 / -0.0939